Record 1
Molecular formula: C45H51AsN6O8SSr
Method: DFT, ωB97M-V/def2-TZVPD

```
113
Properties=species:S:1:pos:R:3:lowdin_charge:R:1
Sr -0.159 0.271 0.618 1.3574
C 3.353 2.934 2.934 -0.0770
O 2.877 4.000 2.117 -0.1298
C 1.559 4.365 2.322 -0.2585
C 1.306 5.691 2.586 -0.0472
C -0.005 6.160 2.731 -0.1366
C -1.039 5.252 2.621 -0.0854
C -0.814 3.895 2.356 -0.1421
C -1.989 3.053 2.196 -0.1336
N -2.059 1.806 1.916 -0.0169
N -3.397 1.444 1.573 -0.1143
C -4.006 0.606 2.276 -0.1102
O -2.281 -1.411 0.575 -0.1508
C -5.329 0.229 2.465 -0.2870
C -6.349 1.230 2.574 -0.0789
C -7.653 0.899 2.880 -0.1523
C -8.047 -0.425 3.065 -0.1613
C -7.068 -1.415 2.928 -0.1377
C -5.754 -1.114 2.642 -0.0667
C 0.507 3.402 2.164 -0.3505
O 0.759 2.193 1.863 -0.2037
H 4.437 2.927 2.818 0.0788
H 2.925 1.979 2.635 0.0778
H 3.105 3.122 3.984 0.0924
H 2.156 6.360 2.669 0.1049
H -0.199 7.206 2.932 0.0761
H -2.066 5.586 2.737 0.0957
H -2.932 3.602 2.302 0.1050
H -6.062 2.268 2.449 0.0849
H -8.385 1.699 2.965 0.0816
H -9.073 -0.678 3.301 0.0672
H -7.337 -2.459 3.055 0.0860
H -5.020 -1.906 2.554 0.1061
C 4.352 -0.313 -0.797 -0.0589
O 5.175 -1.473 -0.634 -0.0757
C 5.033 -2.541 -1.457 -0.2405
C 6.188 -3.311 -1.616 -0.0177
C 6.196 -4.443 -2.408 -0.1093
C 5.035 -4.839 -3.059 -0.1048
C 3.878 -4.102 -2.883 -0.0077
C 3.848 -2.955 -2.087 -0.1705
N 2.630 -2.241 -1.982 0.1362
C 1.784 -2.279 -0.867 -0.3760
N 2.404 -2.653 0.269 0.1498
C 1.930 -2.648 1.618 -0.2232
C 1.081 -1.662 2.096 -0.1263
C 0.778 -1.784 3.469 -0.1644
C 1.293 -2.781 4.281 -0.1304
C 2.166 -3.736 3.759 -0.0725
C 2.481 -3.663 2.415 -0.2318
O 3.351 -4.537 1.776 -0.1105
C 4.032 -5.461 2.583 -0.1183
N 0.541 -1.919 -0.947 0.0990
C -0.049 -1.888 -2.216 -0.2400
C -0.756 -0.775 -2.668 -0.0421
C -1.311 -0.743 -3.937 -0.0868
C -1.225 -1.842 -4.778 -0.1041
C -0.616 -2.996 -4.310 -0.0230
C -0.055 -3.026 -3.044 -0.2727
O 0.516 -4.206 -2.613 -0.1380
C -0.239 -4.827 -1.559 -0.0578
H 4.922 0.504 -0.358 0.0922
H 3.404 -0.412 -0.274 0.0665
H 4.160 -0.114 -1.851 0.0895
H 7.080 -2.975 -1.103 0.1125
H 7.110 -5.014 -2.517 0.0920
H 5.024 -5.726 -3.679 0.0923
H 2.941 -4.412 -3.331 0.1109
H 2.105 -2.203 -2.843 0.1314
H 3.309 -3.080 0.154 0.1208
H 0.110 -1.060 3.931 0.0773
H 1.029 -2.827 5.334 0.0825
H 2.575 -4.511 4.394 0.0826
H 4.716 -5.999 1.928 0.0832
H 3.345 -6.176 3.048 0.0866
H 4.602 -4.961 3.373 0.0893
H -0.943 0.063 -2.003 0.0498
H -1.838 0.147 -4.254 0.0776
H -1.666 -1.819 -5.768 0.0872
H -0.585 -3.903 -4.902 0.1091
H 0.332 -5.706 -1.259 0.0822
H -1.228 -5.108 -1.922 0.0808
H -0.363 -4.148 -0.716 0.0781
N -2.949 -2.842 -1.241 0.0581
C -2.603 -2.144 -0.351 -0.6624
O 1.635 1.196 -1.124 -0.6087
S 1.271 2.151 -2.223 0.9555
C 2.808 3.111 -2.512 -0.3079
C 2.524 4.579 -2.211 -0.2376
C 1.548 4.560 -1.039 -0.2191
C 0.458 3.586 -1.450 -0.3075
H 3.181 2.909 -3.516 0.0781
H 3.491 2.686 -1.775 0.0880
H 2.065 5.064 -3.079 0.1051
H 3.447 5.115 -1.982 0.1082
H 1.138 5.545 -0.810 0.1196
H 2.050 4.194 -0.141 0.1006
H -0.203 4.001 -2.216 0.0920
H -0.167 3.187 -0.652 0.0557
C -3.544 2.382 -2.865 -0.2263
As -3.422 1.907 -0.954 1.0116
C -4.656 0.434 -0.936 -0.1708
C -4.272 3.552 -0.353 -0.2100
O -1.765 1.669 -0.865 -0.6298
H -4.578 2.555 -3.172 0.0204
H -3.116 1.579 -3.460 -0.0025
H -2.967 3.294 -3.028 0.0200
H -5.553 0.770 -1.457 0.0379
H -4.891 0.134 0.081 0.0150
H -4.197 -0.405 -1.463 0.0289
H -5.098 3.745 -1.041 0.0249
H -3.549 4.365 -0.421 0.0343
H -4.628 3.434 0.662 -0.0011
```

Computed properties:
- net charge = -2
- E_LUMO (eV) = 3.63
- HOMO-LUMO gap (eV) = 4.2

Record 2
Molecular formula: C45H51BaBr2N3O3
Method: DFT, ωB97M-V/def2-TZVPD

```
105
Properties=species:S:1:pos:R:3:lowdin_charge:R:1
Ba -0.227 -0.183 -0.341 1.9945
C 3.485 2.604 2.195 -0.0704
C 2.210 2.446 1.366 -0.3822
C 2.324 3.220 0.050 -0.0621
C 0.961 2.840 2.145 -0.1371
C 0.767 4.180 2.449 -0.0803
C -0.413 4.647 3.009 -0.1323
C -1.419 3.723 3.263 -0.0823
C -1.261 2.369 3.010 -0.1453
C -2.394 1.433 3.403 -0.3695
C -2.986 0.611 2.254 -0.0718
C -1.981 0.516 4.561 -0.0681
C -0.047 1.873 2.452 -0.2263
N 0.037 0.548 2.121 -0.2125
C 1.151 -0.202 2.473 -0.2860
C 1.377 -1.493 2.121 -0.2703
N 0.589 -2.264 1.239 -0.1834
C 0.481 -3.599 1.584 -0.2305
C 0.977 -4.589 0.695 -0.1410
C 0.991 -5.927 1.066 -0.0771
C 0.501 -6.347 2.296 -0.1249
C -0.030 -5.389 3.153 -0.0772
C -0.061 -4.043 2.816 -0.1475
C -0.771 -3.051 3.721 -0.3852
C -0.125 -2.924 5.098 -0.0726
C -2.259 -3.392 3.846 -0.0693
C 1.566 -4.158 -0.638 -0.3756
C 3.089 -4.289 -0.678 -0.0471
C 0.947 -4.902 -1.818 -0.0655
H 4.358 2.259 1.633 0.0668
H 3.425 2.030 3.122 0.0669
H 3.646 3.654 2.459 0.0678
H 2.126 1.389 1.110 0.0923
H 2.500 4.286 0.235 0.0672
H 1.409 3.127 -0.536 0.0610
H 3.156 2.840 -0.550 0.0637
H 1.550 4.890 2.194 0.0977
H -0.556 5.701 3.219 0.0780
H -2.360 4.058 3.693 0.0945
H -3.197 2.084 3.772 0.1130
H -2.281 -0.168 1.966 0.0380
H -3.206 1.225 1.378 0.0671
H -3.913 0.126 2.579 0.0712
H -1.198 -0.171 4.233 0.0559
H -2.837 -0.067 4.919 0.0655
H -1.589 1.100 5.398 0.0752
H 1.897 0.270 3.122 0.0955
H 2.277 -1.979 2.508 0.0973
H 1.415 -6.656 0.379 0.0948
H 0.533 -7.393 2.581 0.0759
H -0.447 -5.696 4.110 0.0953
H -0.698 -2.080 3.225 0.0938
H -0.143 -3.880 5.635 0.0637
H -0.655 -2.187 5.707 0.0644
H 0.912 -2.600 5.001 0.0739
H -2.416 -4.333 4.385 0.0645
H -2.718 -3.493 2.860 0.0801
H -2.787 -2.601 4.387 0.0586
H 1.346 -3.094 -0.718 0.0883
H 3.403 -5.333 -0.567 0.0715
H 3.543 -3.713 0.131 0.0849
H 3.487 -3.912 -1.627 0.0631
H 1.174 -5.973 -1.763 0.0664
H 1.346 -4.536 -2.771 0.0562
H -0.141 -4.801 -1.829 0.0808
Br 4.981 -0.046 -1.275 0.7418
C 3.903 -1.028 -2.476 -0.6206
C 4.512 -1.784 -3.477 -0.2024
C 3.778 -2.504 -4.382 -0.6506
Br 4.683 -3.490 -5.737 0.6927
C 2.362 -2.504 -4.316 -0.2165
C 1.514 -3.187 -5.219 -0.0593
C 0.159 -3.129 -5.051 -0.0684
C -0.355 -2.393 -3.964 -0.1539
N 0.397 -1.728 -3.126 0.1001
C 1.743 -1.761 -3.285 -0.1567
C 2.509 -0.964 -2.320 -0.4598
O 1.890 -0.284 -1.459 -0.3649
H 5.592 -1.787 -3.537 0.0864
H 1.954 -3.755 -6.027 0.0678
H -0.519 -3.651 -5.713 0.0949
H -1.430 -2.344 -3.814 0.1066
C -3.193 6.778 -4.898 -0.0726
C -2.874 5.591 -4.026 -0.2890
C -2.870 4.303 -4.538 -0.0273
C -2.584 3.200 -3.734 -0.2040
C -2.589 1.813 -4.320 -0.0376
C -2.273 3.402 -2.391 -0.0530
C -2.247 4.695 -1.854 -0.1930
C -1.914 4.926 -0.405 -0.0280
C -2.564 5.767 -2.681 -0.0244
C -1.976 2.215 -1.487 -0.6924
O -2.876 1.365 -1.304 -0.0539
O -0.819 2.169 -0.990 -0.2581
H -3.432 6.466 -5.916 0.0635
H -2.349 7.471 -4.949 0.0718
H -4.049 7.338 -4.513 0.0704
H -3.100 4.143 -5.588 0.1025
H -2.828 1.843 -5.384 0.0671
H -3.306 1.180 -3.798 0.0766
H -1.610 1.338 -4.206 0.0871
H -0.966 4.465 -0.130 0.0714
H -2.667 4.473 0.246 0.0931
H -1.871 5.993 -0.183 0.0718
H -2.557 6.770 -2.263 0.1088
```

Computed properties:
- net charge = -2
- E_LUMO (eV) = 3.63
- HOMO-LUMO gap (eV) = 3.8

Record 3
Molecular formula: C45H52BN9O7S6Sr
Method: DFT, ωB97M-V/def2-TZVPD

```
121
Properties=species:S:1:pos:R:3:lowdin_charge:R:1
Sr -1.231 0.554 -0.211 1.3207
C 3.337 -5.430 -2.698 -0.0536
C 3.163 -3.976 -3.147 -0.5484
C 4.184 -3.688 -4.249 -0.0634
C 1.767 -3.721 -3.723 -0.0660
N 3.423 -3.073 -2.004 -0.0011
C 4.447 -2.139 -1.954 -0.0608
C 4.298 -1.435 -0.819 -0.0685
N 3.182 -1.905 -0.156 0.0544
B 2.540 -1.182 1.066 -0.6567
N 3.447 0.006 1.498 0.0202
C 4.223 0.032 2.632 -0.0830
C 4.637 1.298 2.836 -0.0591
N 4.106 2.076 1.817 -0.0015
C 3.375 1.259 0.991 -0.6734
S 2.587 1.685 -0.440 0.7599
C 4.186 3.551 1.742 -0.5560
C 4.992 4.067 2.933 -0.0685
C 2.776 4.147 1.823 -0.0337
C 4.905 3.965 0.456 -0.0518
N 2.478 -2.114 2.301 0.0257
C 2.939 -3.405 2.374 -0.0927
C 2.518 -3.940 3.535 -0.0553
N 1.784 -2.962 4.202 -0.0028
C 1.759 -1.835 3.417 -0.7164
S 1.088 -0.323 3.776 0.6607
C 1.035 -3.176 5.459 -0.5605
C 1.288 -4.599 5.958 -0.0670
C 1.534 -2.199 6.526 -0.0598
C -0.464 -3.017 5.207 -0.0454
C 2.650 -2.928 -0.880 -0.6931
S 1.324 -3.863 -0.415 0.6648
H 3.153 -6.097 -3.543 0.0799
H 2.637 -5.663 -1.899 0.0286
H 4.356 -5.596 -2.340 0.0814
H 3.982 -4.365 -5.080 0.0822
H 5.209 -3.865 -3.916 0.0775
H 4.093 -2.665 -4.616 0.0906
H 1.657 -4.299 -4.644 0.0836
H 1.644 -2.660 -3.937 0.0827
H 0.995 -4.015 -3.018 0.0242
H 5.177 -2.029 -2.730 0.1016
H 4.868 -0.603 -0.455 0.1120
H 1.452 -0.745 0.832 0.0814
H 4.402 -0.852 3.216 0.1202
H 5.242 1.700 3.624 0.0990
H 4.512 3.823 3.882 0.0847
H 5.048 5.152 2.853 0.0827
H 6.012 3.678 2.935 0.0793
H 2.260 3.775 2.710 0.0969
H 2.183 3.882 0.951 0.0342
H 2.848 5.235 1.888 0.0843
H 5.930 3.587 0.458 0.0830
H 4.936 5.055 0.393 0.0822
H 4.385 3.575 -0.415 0.0287
H 3.517 -3.844 1.583 0.1061
H 2.680 -4.921 3.932 0.0983
H 2.347 -4.781 6.148 0.0810
H 0.914 -5.346 5.258 0.0839
H 0.752 -4.724 6.900 0.0825
H 2.599 -2.355 6.709 0.0844
H 0.993 -2.374 7.459 0.0793
H 1.378 -1.172 6.205 0.0186
H -0.797 -3.738 4.460 0.0841
H -0.691 -2.014 4.850 0.0389
H -1.009 -3.198 6.136 0.0824
O -1.506 3.994 -0.732 -0.2776
S -2.023 3.133 0.480 0.3382
O -2.676 4.029 1.393 -0.2823
O -2.917 2.100 -0.078 -0.4801
O -0.831 2.463 1.027 -0.4940
O 1.832 -0.311 -2.923 -0.0894
H 2.221 0.154 -2.165 -0.0826
H 0.932 0.035 -2.965 0.0017
O -1.652 -3.234 1.431 0.0318
C -0.817 -2.479 1.393 -0.0656
N -6.397 3.158 4.114 0.1474
C -5.591 2.485 3.646 -0.1715
C -4.614 1.605 3.075 -0.2161
C -3.283 1.681 3.461 0.0056
C -2.387 0.794 2.886 -0.1406
N -2.744 -0.107 1.972 0.0061
C -4.025 -0.171 1.611 -0.1279
C -5.001 0.651 2.138 -0.0028
H -2.945 2.428 4.163 0.1290
H -1.342 0.790 3.168 0.0537
H -4.267 -0.928 0.872 0.1210
H -6.031 0.570 1.820 0.1183
S 0.064 4.626 -2.806 0.9914
C -0.285 3.422 -1.492 -0.6549
N -0.507 2.163 -2.037 -0.1094
C -0.816 2.252 -3.361 -0.3457
C -1.295 1.203 -4.157 -0.0368
C -1.519 1.411 -5.510 -0.1204
C -1.290 2.646 -6.105 -0.1458
C -0.822 3.705 -5.327 -0.1320
C -0.587 3.501 -3.985 -0.4843
H 0.509 3.444 -0.745 0.0356
H -1.494 0.237 -3.704 0.0753
H -1.888 0.587 -6.111 0.0894
H -1.474 2.790 -7.163 0.0770
H -0.636 4.675 -5.775 0.0903
C -2.090 -8.407 -3.757 -0.0419
C -2.805 -8.583 -5.072 -0.7571
O -2.973 -9.668 -5.577 -0.0361
S -3.461 -7.166 -5.927 1.0055
C -3.066 -5.774 -4.902 -0.5922
C -1.875 -5.075 -5.088 -0.1069
C -1.557 -4.007 -4.273 -0.0268
C -2.424 -3.593 -3.248 -0.2540
C -3.627 -4.297 -3.087 -0.0333
C -3.945 -5.366 -3.903 -0.1168
C -2.081 -2.504 -2.403 -0.2172
C -1.769 -1.543 -1.708 -0.1273
H -1.199 -9.032 -3.778 0.0863
H -2.747 -8.784 -2.971 0.0918
H -1.827 -7.379 -3.533 0.0630
H -1.192 -5.386 -5.869 0.1028
H -0.624 -3.474 -4.405 0.0904
H -4.305 -3.987 -2.303 0.1109
H -4.876 -5.902 -3.762 0.0989
```

Computed properties:
- net charge = -2
- E_LUMO (eV) = 3.68
- HOMO-LUMO gap (eV) = 6.0

Record 4
Molecular formula: C45H52BiCl6N3O4P2
Method: DFT, ωB97M-V/def2-TZVPD

```
113
Properties=species:S:1:pos:R:3:lowdin_charge:R:1
Bi 12.668 14.111 10.713 1.8806
Cl 19.367 15.771 8.872 0.5785
C 17.844 15.716 9.738 -0.7044
C 17.859 15.771 11.118 -0.7768
Cl 19.279 16.010 12.014 0.6386
C 16.657 15.616 11.787 -0.6361
Cl 16.608 15.682 13.516 0.6715
C 15.485 15.212 11.208 -0.4214
O 14.422 14.948 11.929 -0.2807
C 15.491 15.031 9.745 -0.4044
O 14.416 14.511 9.235 -0.3381
C 16.696 15.292 9.058 -0.6324
Cl 16.604 15.141 7.340 0.6431
Cl 12.664 19.515 15.790 0.5601
C 12.041 18.729 14.312 -0.6456
C 10.706 18.258 14.385 -0.1396
C 10.168 17.535 13.353 -0.5327
Cl 8.664 16.622 13.663 0.6376
C 10.877 17.214 12.181 -0.3966
O 10.481 16.378 11.272 -0.1665
C 12.173 17.861 12.067 -0.1335
C 12.858 17.849 10.841 -0.2169
O 12.505 17.378 9.742 -0.0963
C 12.697 18.594 13.154 -0.0759
H 10.097 18.443 15.246 0.0863
H 13.809 18.388 10.852 0.1212
H 13.683 19.050 13.053 0.1195
C 9.273 10.787 16.403 -0.0799
C 10.724 11.152 16.309 -0.5875
C 11.497 9.857 16.449 -0.0792
C 11.032 12.131 17.466 -0.0366
C 11.032 11.819 15.021 -0.2074
C 10.426 13.067 14.641 -0.0485
C 10.772 13.659 13.469 -0.1535
N 11.787 13.203 12.689 -0.0866
C 12.311 11.960 12.998 -0.2624
C 11.909 11.300 14.161 -0.0078
C 13.136 11.354 12.077 -0.2580
C 13.482 9.975 12.103 -0.0052
C 14.285 9.400 11.159 -0.2052
C 14.745 10.308 10.100 -0.0681
C 14.326 11.571 10.032 -0.1843
N 13.415 12.110 10.917 -0.1735
C 14.633 7.929 11.180 -0.5687
C 16.143 7.741 11.191 -0.0591
C 14.107 7.132 12.387 -0.0799
C 14.053 7.277 9.917 -0.0643
H 9.054 10.224 17.314 0.0685
H 8.931 10.044 15.633 0.0923
H 8.522 11.603 16.366 0.0900
H 11.196 9.259 17.344 0.0885
H 12.602 10.011 16.408 0.1006
H 11.199 9.225 15.607 0.0822
H 10.791 11.643 18.416 0.0772
H 10.468 13.067 17.346 0.0799
H 12.063 12.397 17.441 0.0743
H 9.716 13.496 15.297 0.0760
H 10.272 14.555 13.085 0.0596
H 12.432 10.412 14.428 0.0748
H 13.118 9.343 12.931 0.1015
H 15.476 9.965 9.387 0.0878
H 14.627 12.233 9.231 0.0942
H 16.634 8.490 11.786 0.0845
H 16.524 7.791 10.164 0.0786
H 16.339 6.727 11.574 0.0748
H 14.468 7.563 13.301 0.0721
H 14.464 6.107 12.353 0.0642
H 12.963 7.054 12.428 0.1058
H 14.377 7.765 8.996 0.0722
H 12.968 7.300 9.868 0.0720
H 14.451 6.274 9.780 0.0723
C 12.734 16.626 6.855 -0.2816
P 11.487 15.579 7.775 0.8487
C 10.110 16.705 8.319 -0.2763
C 10.723 14.755 6.317 -0.4596
C 9.795 13.634 6.651 -0.3583
P 10.308 12.293 7.790 0.7217
C 9.156 10.967 7.305 -0.1790
C 11.898 11.698 7.136 -0.1601
H 12.188 17.111 6.035 0.0185
H 13.519 15.944 6.431 0.0317
H 13.134 17.372 7.586 0.0310
H 9.277 16.040 8.569 0.0142
H 9.688 17.453 7.592 0.0488
H 10.387 17.155 9.284 0.0012
H 11.524 14.427 5.662 0.0691
H 10.099 15.481 5.756 0.0818
H 9.516 13.178 5.709 0.0791
H 8.880 13.936 7.115 0.0695
H 9.638 10.368 6.491 0.0564
H 8.185 11.304 6.873 0.0544
H 8.906 10.377 8.186 0.0296
H 11.721 11.409 6.093 0.0524
H 12.276 10.787 7.521 0.0296
H 12.573 12.504 7.208 0.0258
C 10.957 9.865 9.932 -0.0602
C 9.824 10.574 10.650 -0.1989
C 9.120 9.896 11.675 -0.0658
C 8.129 10.549 12.367 -0.1189
C 7.903 11.887 12.073 -0.0733
C 8.550 12.584 11.053 -0.2046
C 8.283 14.064 10.784 -0.0384
C 9.547 11.929 10.313 -0.3026
N 10.274 12.578 9.323 -0.1588
H 10.670 9.329 9.019 0.0700
H 11.330 9.060 10.584 0.0667
H 11.774 10.552 9.784 0.0442
H 9.408 8.893 11.874 0.0872
H 7.482 10.022 13.107 0.1003
H 7.100 12.430 12.535 0.0922
H 7.488 14.353 11.443 0.0584
H 7.964 14.221 9.772 0.0533
H 9.184 14.642 10.881 0.0333
```

Computed properties:
- net charge = -2
- E_LUMO (eV) = 3.87
- HOMO-LUMO gap (eV) = 3.9